Here is 22 unconnected molecules or ions with the total composition C66H176O22 from the OMol25 dataset. Energies are from wB97M-V/def2-TZVPD.

XYZ file:
```
264
Properties=species:S:1:pos:R:3
C 6.213 0.656 5.678
C 7.352 0.103 4.862
C 7.177 0.439 3.388
O 8.712 0.401 5.319
H 6.131 0.305 6.708
H 5.332 0.315 5.116
H 6.200 1.756 5.571
H 7.335 -0.985 4.927
H 7.999 0.014 2.808
H 7.207 1.531 3.295
H 6.218 0.132 2.997
H 8.843 1.351 5.247
C -7.103 -2.474 2.844
C -6.899 -3.431 1.632
C -6.874 -4.894 2.042
O -7.811 -3.159 0.605
H -8.019 -2.648 3.430
H -7.017 -1.425 2.565
H -6.272 -2.726 3.506
H -5.931 -3.136 1.200
H -7.841 -5.146 2.516
H -6.044 -5.052 2.743
H -6.753 -5.516 1.158
H -8.731 -3.179 0.904
C -3.033 -2.683 3.926
C -3.268 -1.568 2.951
C -2.140 -0.553 3.049
O -3.553 -2.057 1.707
H -3.826 -3.438 3.967
H -2.901 -2.301 4.936
H -2.113 -3.209 3.659
H -4.170 -0.997 3.185
H -2.035 -0.144 4.072
H -2.311 0.273 2.357
H -1.165 -1.002 2.788
H -2.929 -2.758 1.441
C 4.267 -2.822 1.562
C 3.697 -2.427 2.896
C 4.654 -2.801 4.004
O 3.409 -1.056 2.923
H 5.160 -2.239 1.315
H 3.539 -2.725 0.753
H 4.549 -3.883 1.631
H 2.722 -2.957 3.035
H 4.312 -2.475 4.989
H 5.585 -2.264 3.798
H 4.855 -3.886 4.009
H 2.900 -0.890 3.748
C -4.973 -1.979 -1.332
C -5.618 -0.782 -0.661
C -5.141 0.536 -1.314
O -7.036 -0.720 -0.729
H -5.306 -2.923 -0.869
H -3.878 -1.906 -1.203
H -5.217 -1.968 -2.401
H -5.259 -0.866 0.383
H -5.456 0.474 -2.362
H -4.050 0.580 -1.297
H -5.564 1.443 -0.875
H -7.440 -1.509 -0.331
C 2.638 1.995 -4.122
C 2.411 0.441 -4.121
C 3.517 -0.221 -3.325
O 1.106 0.099 -3.689
H 2.676 2.295 -3.073
H 1.883 2.581 -4.645
H 3.633 2.188 -4.540
H 2.440 0.102 -5.159
H 4.528 0.095 -3.594
H 3.486 -1.316 -3.336
H 3.330 0.091 -2.284
H 0.927 0.546 -2.827
C -1.302 3.558 2.760
C -1.074 2.780 1.489
C -2.205 2.746 0.484
O -0.032 3.283 0.679
H -2.030 2.973 3.327
H -1.681 4.568 2.649
H -0.379 3.578 3.351
H -0.790 1.771 1.827
H -2.518 3.762 0.217
H -3.084 2.194 0.817
H -1.843 2.246 -0.410
H 0.759 3.514 1.233
C -5.254 3.309 2.912
C -5.751 3.566 4.349
C -4.774 2.918 5.331
O -6.112 4.907 4.566
H -5.977 3.721 2.206
H -5.076 2.252 2.684
H -4.314 3.848 2.744
H -6.729 3.065 4.470
H -5.043 3.021 6.397
H -3.775 3.373 5.198
H -4.675 1.868 5.055
H -5.306 5.422 4.413
C -3.257 -7.284 -2.460
C -3.067 -6.127 -1.472
C -4.265 -5.854 -0.578
O -2.049 -6.330 -0.469
H -3.503 -8.211 -1.935
H -2.420 -7.462 -3.147
H -4.120 -6.988 -3.050
H -2.850 -5.208 -2.047
H -4.438 -6.774 -0.024
H -5.147 -5.605 -1.168
H -4.044 -5.040 0.125
H -1.163 -6.353 -0.853
C -2.379 1.494 -3.491
C -1.598 2.129 -4.698
C -0.857 3.397 -4.192
O -0.826 1.291 -5.482
H -2.942 2.305 -2.992
H -1.666 1.115 -2.758
H -3.094 0.730 -3.825
H -2.401 2.410 -5.388
H -0.141 3.088 -3.422
H -1.543 4.064 -3.668
H -0.334 3.969 -4.951
H -0.107 0.894 -4.937
C 3.788 -5.062 -1.928
C 3.096 -4.787 -3.233
C 3.727 -5.530 -4.374
O 1.755 -5.193 -3.091
H 3.703 -6.163 -1.775
H 3.232 -4.546 -1.137
H 4.845 -4.774 -1.972
H 3.147 -3.718 -3.433
H 4.772 -5.263 -4.484
H 3.201 -5.356 -5.307
H 3.690 -6.592 -4.128
H 1.282 -4.364 -2.931
C 4.299 5.061 -3.554
C 4.522 6.104 -2.456
C 4.420 5.371 -1.144
O 5.798 6.738 -2.399
H 4.404 5.484 -4.566
H 3.277 4.690 -3.441
H 4.998 4.228 -3.418
H 3.798 6.925 -2.551
H 3.501 4.793 -1.005
H 4.572 6.034 -0.288
H 5.245 4.642 -1.112
H 5.980 7.176 -3.235
C 6.956 1.062 -1.677
C 7.354 2.006 -2.745
C 7.808 3.346 -2.251
O 8.248 1.359 -3.620
H 6.164 1.555 -1.084
H 7.808 0.953 -0.991
H 6.662 0.065 -1.988
H 6.389 2.266 -3.216
H 6.981 3.823 -1.732
H 8.112 3.984 -3.093
H 8.658 3.272 -1.568
H 8.510 1.989 -4.305
C -0.346 -3.285 5.992
C 0.730 -4.036 6.797
C 1.169 -5.340 6.109
O 1.780 -3.122 7.088
H -1.263 -3.873 5.969
H -0.012 -3.014 4.983
H -0.551 -2.348 6.512
H 0.278 -4.337 7.750
H 0.303 -5.988 6.029
H 1.927 -5.909 6.672
H 1.527 -5.155 5.087
H 2.512 -3.573 7.517
C 2.583 0.840 6.934
C 1.504 0.157 6.106
C 0.891 1.121 5.066
O 2.044 -0.888 5.338
H 2.130 1.598 7.581
H 3.374 1.306 6.336
H 3.043 0.112 7.592
H 0.755 -0.241 6.792
H 1.660 1.413 4.352
H 0.417 2.038 5.434
H 0.161 0.563 4.456
H 2.111 -1.707 5.886
C -3.068 -1.876 -8.573
C -2.259 -0.670 -7.985
C -2.580 0.611 -8.809
O -2.683 -0.469 -6.641
H -2.944 -2.819 -8.015
H -2.829 -2.028 -9.632
H -4.123 -1.590 -8.476
H -1.192 -0.938 -8.006
H -3.656 0.796 -8.881
H -2.183 0.451 -9.817
H -2.072 1.470 -8.382
H -2.116 0.222 -6.226
C -5.419 5.423 -0.988
C -4.514 4.824 -2.068
C -5.297 4.386 -3.279
O -3.529 5.801 -2.456
H -4.874 5.612 -0.062
H -6.209 4.696 -0.759
H -5.912 6.335 -1.326
H -4.038 3.930 -1.633
H -4.599 4.074 -4.060
H -5.870 5.269 -3.597
H -5.985 3.584 -3.027
H -2.638 5.421 -2.489
C 0.041 -5.102 2.425
C -0.384 -4.098 1.381
C 0.457 -4.185 0.134
O -1.786 -4.150 1.128
H -0.553 -5.100 3.341
H 1.080 -4.918 2.695
H 0.041 -6.100 1.960
H -0.250 -3.102 1.816
H 1.491 -3.885 0.330
H 0.058 -3.593 -0.690
H 0.493 -5.234 -0.165
H -2.003 -4.982 0.655
C 4.348 2.651 3.157
C 3.502 3.308 2.098
C 3.443 2.391 0.883
O 2.143 3.509 2.452
H 4.088 1.606 3.339
H 4.423 3.244 4.061
H 5.334 2.732 2.700
H 3.916 4.287 1.804
H 2.771 2.750 0.104
H 3.065 1.412 1.196
H 4.416 2.212 0.439
H 2.090 4.120 3.196
C -1.530 7.066 -0.073
C -0.572 6.432 -1.033
C 0.842 6.477 -0.583
O -0.940 5.087 -1.321
H -2.565 7.065 -0.429
H -1.194 8.094 0.087
H -1.445 6.562 0.893
H -0.607 6.945 -2.000
H 0.900 5.968 0.381
H 1.112 7.526 -0.481
H 1.457 5.969 -1.323
H -0.724 4.498 -0.555
C -1.711 -2.575 -4.305
C -0.315 -3.137 -4.592
C 0.167 -2.823 -6.024
O 0.593 -2.753 -3.574
H -2.106 -2.885 -3.321
H -2.403 -2.939 -5.069
H -1.720 -1.484 -4.352
H -0.350 -4.227 -4.483
H -0.639 -3.163 -6.677
H 1.089 -3.352 -6.282
H 0.266 -1.745 -6.195
H 0.749 -1.781 -3.545
C 1.005 -0.559 0.689
C 0.280 -0.395 -0.604
C -1.192 -0.706 -0.458
O 0.450 0.894 -1.210
H 0.626 0.113 1.476
H 2.099 -0.449 0.650
H 0.830 -1.574 1.041
H 0.739 -1.102 -1.308
H -1.640 -0.051 0.290
H -1.305 -1.721 -0.052
H -1.756 -0.652 -1.402
H 0.362 1.631 -0.574
```

Summary:
E_LUMO	0.15	eV
E_HOMO	-0.340	hartree
energy	-4275.53489	hartree
strongest force on any atom	2.8	eV/A
relative energy (zero: lowest compared OMol25 entry of this formula, charge and spin)	0.000	eV